Record 1
ORCA calculation (ωB97M-V/def2-TZVPD) on a cluster of 2 separate species, C4H11NO2 in total.

Each line ends with the natural charge from an NBO analysis.
CARTESIAN COORDINATES (ANGSTROEM)
C 0.82 -0.05 -1.92  -0.617
C 0.27 -0.58 -0.60  -0.052
C -1.19 -0.17 -0.43  -0.531
C -1.94 -1.12 0.47  0.466
O -3.12 -1.05 0.68  -0.519
N 1.05 -0.12 0.55  -0.875
H 0.94 1.03 -1.85  0.204
H 0.16 -0.20 -2.78  0.205
H 1.79 -0.46 -2.19  0.211
H 0.39 -1.67 -0.58  0.182
H -1.68 -0.02 -1.38  0.229
H -1.16 0.75 0.17  0.245
H -1.27 -1.90 0.89  0.095
H 1.78 -0.76 0.82  0.363
H 1.43 0.82 0.44  0.386
H 2.59 2.16 1.95  0.482
H 3.51 2.86 0.88  0.484
O 2.83 2.19 1.02  -0.958

Its multiplicity is 1. The calculation puts the highest occupied orbital energy at -9.0202 eV. For the gap between HOMO and LUMO, the calculation gives 9.63 eV. The value obtained for the relative energy (zero: lowest compared OMol25 entry of this formula, charge and spin) is 1.271 eV.

---

Record 2
ORCA calculation (ωB97M-V/def2-TZVPD) on a structure of composition C18H43O25S5V in a non-equilibrium geometry.

Each line ends with the Mulliken spin population.
CARTESIAN COORDINATES (ANGSTROEM)
O 0.39 -0.35 0.52  -0.236
V -0.13 0.94 -0.22  1.231
O 0.56 -0.68 -4.29  0.010
C 0.81 0.24 -3.38  -0.040
O 1.47 1.31 -3.66  0.312
O 0.39 0.14 -2.23  0.054
H 0.85 0.02 -4.88  0.008
O -2.18 4.44 -2.31  0.000
C -1.04 3.68 -2.22  0.006
O -0.93 2.70 -1.43  0.003
O -0.17 4.06 -2.92  0.003
H -1.78 4.84 -3.09  0.000
O 3.70 2.92 0.41  0.028
C 2.64 2.80 -0.30  -0.045
O 1.66 2.24 0.14  0.078
O 2.68 3.27 -1.46  0.579
H 4.15 3.42 -0.29  0.013
O -1.12 1.98 1.43  -0.006
S -1.31 3.21 2.18  0.004
O -0.96 3.26 3.57  0.000
O -0.56 4.52 1.51  0.002
C -0.32 5.76 2.24  0.000
C -1.52 6.78 2.13  0.000
C -3.11 3.73 1.82  0.000
H 0.46 6.30 1.70  0.000
H -0.17 5.69 3.32  0.000
H -2.45 6.34 2.48  0.000
H -1.75 7.06 1.10  0.000
H -1.53 7.68 2.74  0.000
H -3.55 4.38 2.58  0.000
H -3.68 2.81 1.86  0.000
H -3.16 4.07 0.78  0.000
O 1.78 0.07 2.92  0.000
S 3.20 -0.18 2.77  -0.001
O 4.00 -1.12 3.52  0.000
O 3.62 -0.30 1.16  -0.001
C 4.93 -0.61 0.80  0.001
C 5.02 -0.07 -0.70  -0.001
C 3.88 1.56 3.19  0.001
H 5.19 -1.66 0.92  0.000
H 5.71 -0.07 1.34  0.000
H 5.70 -0.70 -1.28  0.000
H 5.53 0.90 -0.63  0.000
H 4.15 -0.06 -1.34  -0.001
H 3.89 1.75 4.26  0.000
H 3.11 2.19 2.74  0.000
H 4.92 1.59 2.85  0.000
O -4.55 0.64 -0.49  -0.001
S -3.40 -0.07 -1.13  0.004
O -2.11 0.05 -0.46  -0.007
O -3.74 -1.71 -1.23  0.000
C -2.72 -2.61 -1.81  0.004
C -2.91 -2.83 -3.31  0.000
C -3.22 0.41 -2.94  0.001
H -2.86 -3.52 -1.24  0.000
H -1.71 -2.29 -1.53  -0.002
H -3.62 -2.32 -3.96  0.000
H -3.22 -3.85 -3.54  0.000
H -1.98 -2.67 -3.84  0.000
H -3.90 -0.15 -3.58  0.000
H -2.13 0.38 -3.03  0.000
H -3.36 1.49 -2.95  0.000
O -2.99 -3.49 2.19  0.000
S -1.77 -2.74 2.08  0.000
O -1.03 -2.77 0.79  0.000
O -2.03 -1.15 2.57  -0.001
C -2.76 -0.85 3.72  0.000
C -3.42 0.44 3.38  0.000
C -0.53 -3.09 3.33  0.000
H -2.22 -0.79 4.67  0.000
H -3.52 -1.60 3.90  0.000
H -4.22 0.51 4.13  0.000
H -3.87 0.55 2.39  0.000
H -2.74 1.26 3.60  0.000
H -1.05 -3.40 4.24  0.000
H 0.01 -2.17 3.56  0.000
H 0.19 -3.88 3.09  0.000
O 2.43 -4.86 -4.22  0.000
S 1.96 -5.84 -3.30  0.000
O 2.38 -7.18 -3.54  0.000
O 2.31 -5.48 -1.71  0.000
C 2.80 -4.17 -1.36  -0.001
C 1.73 -3.16 -1.37  -0.002
C 0.11 -5.73 -3.21  0.000
H 3.52 -3.85 -2.12  0.000
H 3.43 -4.36 -0.49  0.000
H 2.15 -2.41 -0.70  0.001
H 0.89 -3.57 -0.81  0.000
H 1.44 -2.71 -2.32  0.001
H -0.30 -6.63 -2.75  0.000
H -0.18 -5.88 -4.25  0.000
H -0.22 -4.78 -2.79  0.000

Its multiplicity is 3. The calculation puts the highest occupied orbital energy (spin up / spin down) at -8.7725 / -8.4415 eV. For the gap between HOMO and LUMO (spin up / spin down), the calculation gives 8.26 / 4.21 eV.

---

Record 3
ORCA calculation (ωB97M-V/def2-TZVPD) on a cluster of 2 separate species, C10H12BClF5O4P in total in a non-equilibrium geometry.

Each line ends with the natural charge from an NBO analysis.
CARTESIAN COORDINATES (ANGSTROEM)
C 0.49 -0.93 3.06  -0.663
C -0.32 0.42 2.72  0.003
C -0.21 1.68 3.65  -0.214
C -0.97 2.97 3.27  -0.191
C -1.87 3.10 1.99  -0.208
C -2.00 1.86 1.06  -0.206
C -1.22 0.57 1.46  -0.082
C -1.32 -0.67 0.47  -0.807
P 0.05 -0.76 -0.80  1.975
O 0.71 -2.35 -0.70  -0.893
O -0.62 -0.40 -2.30  -0.907
B -0.33 -1.42 -3.31  1.247
O -1.44 -1.89 -4.08  -0.907
O 0.97 -1.95 -3.63  -0.918
C 1.49 0.44 -0.51  0.348
F 1.07 1.79 -0.26  -0.286
F 2.25 -0.01 0.62  -0.308
C 2.52 0.56 -1.77  0.945
F 3.14 -0.66 -2.09  -0.278
F 1.83 1.16 -2.85  -0.291
F 3.49 1.52 -1.35  -0.307
H 0.25 -1.34 4.10  0.249
H 1.60 -0.62 3.06  0.247
H 0.38 -1.73 2.26  0.209
H 0.44 1.66 4.59  0.242
H -0.87 3.88 3.93  0.236
H -2.41 4.05 1.70  0.246
H -2.60 1.90 0.10  0.242
H -2.34 -0.63 -0.06  0.312
H -1.37 -1.62 1.14  0.290
H -0.10 -2.92 -0.61  0.518
H -1.02 -2.41 -4.85  0.512
H 1.04 -2.87 -3.26  0.505
Cl -0.73 -2.38 -6.74  -0.861

Its multiplicity is 1. The calculation puts the highest occupied orbital energy at -6.7939 eV. For the gap between HOMO and LUMO, the calculation gives 5.10 eV. The value obtained for the relative energy (zero: lowest compared OMol25 entry of this formula, charge and spin) is 6.348 eV.

---

Record 4
ORCA calculation (ωB97M-V/def2-TZVPD) on a cluster of 2 separate species, C3H9N2O2 in total in a non-equilibrium geometry.

Each line ends with the natural charge from an NBO analysis.
CARTESIAN COORDINATES (ANGSTROEM)
C -1.35 1.30 -0.02  -0.617
C -0.45 -1.14 0.71  -0.552
C -0.48 0.04 -0.40  -0.103
N 3.58 -0.79 -0.08  -0.095
N 0.92 0.35 -0.40  0.278
O 3.43 0.50 -0.17  -0.370
O 1.44 1.31 0.03  -0.086
H -0.73 1.95 0.54  0.228
H -1.68 1.81 -0.86  0.243
H -2.19 0.97 0.62  0.244
H -0.01 -2.00 0.30  0.233
H -1.54 -1.15 0.68  0.250
H -0.05 -0.96 1.68  0.239
H -0.63 -0.52 -1.23  0.251
H 3.32 -1.28 -0.93  0.337
H 3.78 0.91 0.64  0.521

Its multiplicity is 1. The charge is +1. The calculation puts the highest occupied orbital energy (spin up / spin down) at -13.7473 / -15.2880 eV. For the gap between HOMO and LUMO (spin up / spin down), the calculation gives 6.43 / 9.52 eV. The value obtained for the relative energy (zero: lowest compared OMol25 entry of this formula, charge and spin) is 9.299 eV.

---

Record 5
ORCA calculation (ωB97M-V/def2-TZVPD) on a structure of composition C12H36FNaO6S6 in a non-equilibrium geometry.

Each line ends with the Mulliken spin population.
CARTESIAN COORDINATES (ANGSTROEM)
Na 2.71 6.60 -21.41  0.000
F 2.79 4.26 -22.37  0.005
C -1.35 2.86 -17.51  0.000
S -1.01 2.96 -19.36  0.000
O -2.12 3.84 -19.89  0.000
C 0.55 3.99 -19.28  0.000
H -0.61 2.20 -17.07  0.000
H -2.35 2.47 -17.31  0.000
H -1.46 3.86 -17.08  0.000
H 0.81 4.26 -20.30  0.000
H 1.33 3.46 -18.73  0.000
H 0.26 4.95 -18.84  0.000
C 5.84 6.23 -23.66  0.000
S 5.21 7.09 -25.21  0.004
O 6.31 6.79 -26.21  0.006
C 3.85 5.89 -25.60  -0.001
H 5.96 5.14 -23.68  0.000
H 5.41 6.61 -22.73  0.000
H 6.83 6.69 -23.68  0.000
H 3.11 6.30 -26.29  0.000
H 3.24 5.62 -24.74  0.001
H 4.38 5.03 -26.02  0.001
C 5.08 4.07 -20.08  0.000
S 5.54 5.82 -19.57  0.000
O 4.21 6.61 -19.68  0.000
C 5.60 5.60 -17.74  0.000
H 5.42 3.19 -19.54  0.000
H 5.38 3.86 -21.10  0.000
H 3.99 4.05 -20.06  0.000
H 6.53 5.10 -17.49  0.000
H 4.68 5.20 -17.31  0.000
H 5.67 6.64 -17.42  0.000
C 0.04 6.80 -24.03  0.001
S -1.62 6.05 -23.71  0.002
O -2.21 5.60 -24.99  0.003
C -0.91 4.60 -22.81  0.000
H 0.64 6.77 -23.12  0.000
H -0.19 7.82 -24.35  0.000
H 0.50 6.26 -24.85  -0.001
H -0.91 5.01 -21.80  0.000
H 0.08 4.31 -23.18  0.000
H -1.65 3.81 -22.90  0.000
C 2.49 1.17 -20.58  0.000
S 2.91 0.79 -18.81  0.000
O 1.62 1.22 -18.04  0.000
C 2.77 -1.00 -19.09  0.000
H 1.49 0.81 -20.82  0.000
H 3.10 0.78 -21.40  0.000
H 2.36 2.21 -20.89  0.000
H 1.74 -1.28 -18.83  0.000
H 3.36 -1.50 -18.33  0.000
H 3.16 -1.34 -20.05  0.000
C 1.00 3.88 -26.65  0.061
S 1.76 2.22 -26.64  0.199
O 3.24 2.42 -26.93  0.653
C 1.65 1.98 -24.79  0.056
H 1.50 4.48 -25.89  0.013
H -0.08 3.77 -26.51  -0.004
H 1.08 4.41 -27.60  -0.002
H 0.92 2.54 -24.20  0.007
H 2.59 2.31 -24.36  -0.003
H 1.68 0.98 -24.35  -0.004

Its multiplicity is 2. The charge is +1. The calculation puts the highest occupied orbital energy (spin up / spin down) at -10.7307 / -10.7307 eV. For the gap between HOMO and LUMO (spin up / spin down), the calculation gives 7.40 / 2.62 eV.